Model 1:
C4H4 | the ωB97M-V functional and the def2-TZVPD basis

Computed properties:
SMILES string ... C#CC=C
HOMO ... -9.444 eV
Molecular weight ... 52.08 g/mol
Frontier orbital gap ... 10.42 eV

Positions of all 8 atoms, in Å:
1 C 0.49435 0.67637 -0.04842
2 C -1.95588 -0.22965 0.02722
3 C -0.86155 0.23436 -0.00718
4 C 1.34608 -0.30357 -0.01521
5 H 0.71051 1.70869 -0.44327
6 H -2.96575 -0.62223 -0.10813
7 H 2.34851 -0.22557 0.16095
8 H 0.88372 -1.23840 0.43404

Table of natural (NBO) atomic charges, one value per atom, all in e:
1. C -0.262
2. C -0.223
3. C -0.054
4. C -0.327
5. H 0.229
6. H 0.241
7. H 0.196
8. H 0.199

---

Model 2:
C4H4 | the ωB97M-V functional and the def2-TZVPD basis

Computed properties:
SMILES string ... C=C=C=C
HOMO ... -8.712 eV
Molecular weight ... 52.08 g/mol
Frontier orbital gap ... 8.09 eV

Positions of all 8 atoms, in Å:
1 C 0.23759 -1.01122 0.09389
2 C -0.93963 -0.65037 -0.35368
3 C 1.43736 -0.43568 0.04959
4 C -1.31310 0.57041 -0.00151
5 H 1.96037 -0.30425 -0.96527
6 H 1.97313 -0.12246 0.96806
7 H -2.16665 0.92741 -0.68178
8 H -1.18908 1.02616 0.89070

Table of natural (NBO) atomic charges, one value per atom, all in e:
1. C 0.072
2. C -0.131
3. C -0.430
4. C -0.326
5. H 0.229
6. H 0.224
7. H 0.183
8. H 0.179

---

Most favorable first, least favorable last: model 1, model 2

---

Model 1:
C3H3ClS | the ωB97M-V functional and the def2-TZVPD basis

Computed properties:
HOMO (spin up / spin down) ... -8.637 / -8.636 eV
Molecular weight ... 106.58 g/mol
Frontier orbital gap (spin up / spin down) ... 7.17 / 7.17 eV

Positions of all 8 atoms, in Å:
1 C -1.00841 -0.63811 0.24988
2 C 0.83648 0.81364 -0.13484
3 C 0.32215 -0.46582 -0.00144
4 S 2.13825 1.73931 -0.25737
5 Cl 1.37628 -1.90043 0.27739
6 H -1.40200 -1.62104 0.26838
7 H -1.55107 0.28122 0.09644
8 H -0.71170 1.79123 -0.49842

Table of natural (NBO) atomic charges, one value per atom, all in e:
1. C -0.229
2. C -0.206
3. C -0.198
4. S 0.189
5. Cl -0.009
6. H 0.219
7. H 0.231
8. H 0.004

---

Model 2:
C3H3ClS | the ωB97M-V functional and the def2-TZVPD basis

Computed properties:
HOMO ... -9.913 eV
Molecular weight ... 106.58 g/mol
Frontier orbital gap ... 8.40 eV

Positions of all 8 atoms, in Å:
1 C 1.21511 -0.67953 2.27125
2 C 0.55910 -0.81677 1.25613
3 C -0.95555 0.55057 -1.28893
4 S -0.92762 -1.12001 -0.53224
5 Cl 0.74562 0.97117 -1.83965
6 H 2.13998 -0.68357 2.85513
7 H -1.14506 1.38793 -0.53542
8 H -1.63158 0.39022 -2.18626

Table of natural (NBO) atomic charges, one value per atom, all in e:
1. C -0.367
2. C -0.076
3. C -0.555
4. S 0.294
5. Cl -0.067
6. H 0.253
7. H 0.261
8. H 0.258

---

Most favorable first, least favorable last: model 1, model 2

---

Model 1:
C5H9NO | the ωB97M-V functional and the def2-TZVPD basis

Computed properties:
HOMO ... -8.808 eV
Molecular weight ... 99.13 g/mol
Frontier orbital gap ... 9.61 eV

Positions of all 16 atoms, in Å:
1 C 0.42435 -0.08236 -0.58428
2 C -0.78059 -1.05438 -0.29633
3 C -0.19824 0.58794 1.18054
4 C 0.99101 -0.20607 0.86872
5 C -0.22112 1.28165 -0.12680
6 H 0.37146 -0.88596 -2.49544
7 H 1.81433 0.22802 -1.95037
8 H -1.46082 -0.86156 -1.10892
9 H -0.55243 -1.98543 0.03814
10 H -0.16499 1.20612 2.04186
11 H 1.88263 0.29472 1.13982
12 H 1.06061 -1.42633 0.96937
13 H -1.36342 1.59716 -0.34064
14 H 0.69619 2.08228 -0.12228
15 N 1.11985 -0.30607 -1.62494
16 O -1.42688 -0.15840 0.86900

Table of natural (NBO) atomic charges, one value per atom, all in e:
1. C 0.108
2. C -0.074
3. C 0.039
4. C -0.436
5. C -0.436
6. H 0.342
7. H 0.382
8. H 0.190
9. H 0.190
10. H 0.194
11. H 0.216
12. H 0.199
13. H 0.240
14. H 0.179
15. N -0.794
16. O -0.539

---

Model 2:
C5H9NO | the ωB97M-V functional and the def2-TZVPD basis

Computed properties:
HOMO ... -8.549 eV
Molecular weight ... 99.13 g/mol
Frontier orbital gap ... 8.21 eV

Positions of all 16 atoms, in Å:
1 C 0.16513 -1.94596 -0.91112
2 O -0.72584 -0.53020 -0.68098
3 C -0.59739 0.30699 0.25291
4 C -1.13267 1.69905 0.08710
5 C 0.20520 0.01615 1.46281
6 C 1.66345 -0.01720 -1.42928
7 N 1.91980 1.08867 -1.13376
8 H 0.26329 -2.02973 -1.99424
9 H 1.15566 -2.09188 -0.46313
10 H -0.60170 -2.56685 -0.47561
11 H -1.39748 2.18287 1.03642
12 H -1.95500 1.77034 -0.62542
13 H -0.26078 2.23381 -0.33661
14 H 1.19641 0.43560 1.23448
15 H 0.30219 -1.05737 1.62448
16 H -0.20024 0.50570 2.35195

Table of natural (NBO) atomic charges, one value per atom, all in e:
1. C -0.215
2. O -0.438
3. C 0.760
4. C -0.732
5. C -0.762
6. C -0.194
7. N -0.706
8. H 0.249
9. H 0.248
10. H 0.172
11. H 0.237
12. H 0.252
13. H 0.321
14. H 0.323
15. H 0.239
16. H 0.243

---

Model 3:
C5H9NO | the ωB97M-V functional and the def2-TZVPD basis

Computed properties:
SMILES string ... C=CCCNC=O
HOMO ... -9.687 eV
Molecular weight ... 99.13 g/mol
Frontier orbital gap ... 10.47 eV

Positions of all 16 atoms, in Å:
1 O -0.20604 -2.47468 -1.73362
2 C 0.12219 -2.05163 -0.64802
3 N -0.04298 -0.78769 -0.19970
4 C 0.81709 -0.18199 0.82502
5 C 0.93691 1.31928 0.60405
6 C -0.28255 2.17942 0.75428
7 C -1.53579 1.97491 0.35110
8 H 0.55459 -2.72559 0.11682
9 H -0.56361 -0.15353 -0.78631
10 H 1.81393 -0.61905 0.70762
11 H 0.51489 -0.45747 1.83873
12 H 1.67659 1.63441 1.34651
13 H 1.37720 1.51479 -0.37533
14 H -0.07336 3.15790 1.16778
15 H -2.07590 1.03911 0.31489
16 H -2.16828 2.83799 0.16184

Table of natural (NBO) atomic charges, one value per atom, all in e:
1. O -0.596
2. C 0.537
3. N -0.638
4. C -0.208
5. C -0.454
6. C -0.168
7. C -0.415
8. H 0.098
9. H 0.402
10. H 0.196
11. H 0.195
12. H 0.220
13. H 0.229
14. H 0.201
15. H 0.201
16. H 0.202

---

Model 4:
C5H9NO | the ωB97M-V functional and the def2-TZVPD basis

Computed properties:
HOMO ... -9.606 eV
Molecular weight ... 99.13 g/mol
Frontier orbital gap ... 10.63 eV

Positions of all 16 atoms, in Å:
1 C 0.07383 0.28277 1.79118
2 C 0.52864 -0.70752 0.75205
3 N -0.45763 -1.66691 0.27516
4 C 0.06430 -0.65151 -0.66689
5 C -0.99090 0.35816 -1.24203
6 C 1.18981 1.44597 -1.64544
7 O 1.39358 2.26792 -0.88489
8 H -0.96923 0.56333 1.62387
9 H 0.14644 -0.14514 2.79683
10 H 0.69427 1.18421 1.75161
11 H 1.54605 -1.08015 0.90977
12 H -0.03136 -2.58238 0.12523
13 H 0.79110 -1.04950 -1.38078
14 H -1.76721 0.45390 -0.49166
15 H -1.38075 -0.10773 -2.14844
16 H -0.83096 1.43459 -1.56557

Table of natural (NBO) atomic charges, one value per atom, all in e:
1. C -0.621
2. C -0.084
3. N -0.602
4. C -0.099
5. C -0.638
6. C 0.499
7. O -0.524
8. H 0.216
9. H 0.215
10. H 0.214
11. H 0.191
12. H 0.355
13. H 0.206
14. H 0.223
15. H 0.223
16. H 0.224

---

Most favorable first, least favorable last: model 3, model 4, model 2, model 1

---

Model 1:
C5H8OS | the ωB97M-V functional and the def2-TZVPD basis

Computed properties:
SMILES string ... C[C@]1(S)CCC1=O
HOMO ... -8.908 eV
Molecular weight ... 116.18 g/mol
Frontier orbital gap ... 9.71 eV

Positions of all 15 atoms, in Å:
1 C 0.37393 1.23268 -0.02876
2 C -0.88681 1.24755 0.85020
3 C -0.68499 -0.28915 1.16519
4 C 0.37219 -0.35974 -0.05918
5 C -0.02956 -0.82854 -1.45676
6 O 1.09965 2.10574 -0.39709
7 S 1.85344 -1.14368 0.57082
8 H -1.00204 1.92321 1.70893
9 H -1.77822 1.38099 0.12984
10 H -0.03964 -0.65732 1.96319
11 H -1.52932 -0.87065 0.99829
12 H 0.82518 -1.09075 -2.08188
13 H -0.66461 -0.11260 -1.87637
14 H -0.74077 -1.77902 -1.28414
15 H 2.83157 -0.75873 -0.20227

Table of natural (NBO) atomic charges, one value per atom, all in e:
1. C 0.614
2. C -0.529
3. C -0.396
4. C -0.256
5. C -0.609
6. O -0.508
7. S -0.015
8. H 0.241
9. H 0.235
10. H 0.229
11. H 0.210
12. H 0.235
13. H 0.210
14. H 0.210
15. H 0.130

---

Model 2:
C5H8OS | the ωB97M-V functional and the def2-TZVPD basis

Computed properties:
SMILES string ... O[C@H]1C=CC[C@H]1S
HOMO ... -9.525 eV
Molecular weight ... 116.18 g/mol
Frontier orbital gap ... 10.26 eV

Positions of all 15 atoms, in Å:
1 C -0.20918 -0.73066 0.44036
2 C -1.34380 0.29800 0.16423
3 C -0.54172 1.59208 0.35997
4 C 0.75573 1.43645 0.21538
5 C 1.07736 -0.02736 -0.11190
6 H 0.32793 -3.12301 0.14753
7 H -0.09177 -0.99598 1.48442
8 H -2.20218 0.28628 0.87226
9 H -1.69303 0.26651 -0.89341
10 H -0.99147 2.56085 0.51824
11 H 1.47605 2.23897 0.24150
12 H 2.00063 -0.42499 0.35785
13 H 0.80220 -0.94077 -1.83937
14 O 1.20154 -0.10471 -1.50773
15 S -0.56828 -2.33166 -0.44934

Table of natural (NBO) atomic charges, one value per atom, all in e:
1. C -0.304
2. C -0.463
3. C -0.166
4. C -0.203
5. C 0.051
6. H 0.128
7. H 0.231
8. H 0.227
9. H 0.228
10. H 0.210
11. H 0.218
12. H 0.170
13. H 0.483
14. O -0.734
15. S -0.075

---

Most favorable first, least favorable last: model 2, model 1

---

Model 1:
C5H8OS | the ωB97M-V functional and the def2-TZVPD basis

Computed properties:
SMILES string ... O[C@H]1CC[C@@H]2S[C@@H]21
HOMO ... -8.897 eV
Molecular weight ... 116.18 g/mol
Frontier orbital gap ... 9.67 eV

Positions of all 15 atoms, in Å:
1 C -1.02485 0.09866 -0.24017
2 C -0.38098 0.50908 0.93702
3 C 1.03553 -0.06529 0.81445
4 C 1.29790 0.06182 -0.68479
5 C -0.10240 0.27970 -1.33730
6 H -1.86899 -1.43546 0.33333
7 H -2.30913 0.41493 -0.31255
8 H -0.36733 1.60076 1.12106
9 H -0.75224 -0.12457 1.77682
10 H 1.00077 -1.07279 1.32500
11 H 1.94490 0.42740 1.38843
12 H 2.00934 -0.66912 -1.20073
13 H -0.39915 -0.32818 -2.19546
14 O -1.05034 -1.31796 -0.25562
15 S 0.96698 1.62102 -1.46948

Table of natural (NBO) atomic charges, one value per atom, all in e:
1. C 0.097
2. C -0.475
3. C -0.421
4. C -0.311
5. C -0.393
6. H 0.466
7. H 0.162
8. H 0.241
9. H 0.218
10. H 0.231
11. H 0.220
12. H 0.242
13. H 0.244
14. O -0.726
15. S 0.205

---

Model 2:
C5H8OS | the ωB97M-V functional and the def2-TZVPD basis

Computed properties:
HOMO ... -8.737 eV
Molecular weight ... 116.18 g/mol
Frontier orbital gap ... 8.62 eV

Positions of all 15 atoms, in Å:
1 C 1.67772 1.76450 0.25312
2 C 0.16264 -0.62607 -0.43995
3 C -1.11726 -1.12111 -0.11694
4 C -2.29231 -0.13726 -0.03239
5 C 1.35444 -1.38471 -0.29347
6 H 1.35453 2.15371 1.49673
7 H 2.50092 0.99820 0.48853
8 H 1.96648 2.71160 -0.14281
9 H -1.29575 -2.29599 0.08893
10 H -2.99801 -0.40471 -0.86153
11 H -1.97863 0.97453 -0.17265
12 H -2.99695 -0.16188 0.70118
13 H 1.07766 -2.41266 0.25326
14 O 2.51945 -1.33350 -0.45448
15 S 0.06507 1.27535 -0.76753

Table of natural (NBO) atomic charges, one value per atom, all in e:
1. C -0.704
2. C -0.264
3. C -0.065
4. C -0.696
5. C 0.393
6. H 0.193
7. H 0.257
8. H 0.214
9. H 0.234
10. H 0.234
11. H 0.251
12. H 0.236
13. H 0.075
14. O -0.506
15. S 0.149

---

Model 3:
C5H8OS | the ωB97M-V functional and the def2-TZVPD basis

Computed properties:
HOMO ... -8.177 eV
Molecular weight ... 116.18 g/mol
Frontier orbital gap ... 9.01 eV

Positions of all 15 atoms, in Å:
1 C 0.59695 0.55588 2.08348
2 C 0.44106 -1.71657 0.37218
3 C -0.84137 -0.95043 0.16450
4 C 0.43903 -0.22828 0.27642
5 C -0.15958 1.54811 -1.82678
6 O -0.38288 0.50065 2.73999
7 S 1.22831 0.65160 -1.00091
8 H 1.52169 1.10716 2.29415
9 H 0.52509 -2.25838 1.18851
10 H 0.63063 -2.42343 -0.42842
11 H -1.12921 -1.02928 -0.92223
12 H -1.55508 -0.88917 0.99799
13 H 0.08217 2.08977 -2.70417
14 H -0.52796 2.27786 -1.15700
15 H -0.86885 0.76449 -2.07772

Table of natural (NBO) atomic charges, one value per atom, all in e:
1. C 0.474
2. C -0.423
3. C -0.441
4. C -0.305
5. C -0.719
6. O -0.505
7. S 0.240
8. H 0.135
9. H 0.208
10. H 0.215
11. H 0.216
12. H 0.246
13. H 0.232
14. H 0.214
15. H 0.214

---

Most favorable first, least favorable last: model 1, model 3, model 2

---

Model 1:
C8H14N2O | the ωB97M-V functional and the def2-TZVPD basis

Computed properties:
HOMO ... -8.771 eV
Molecular weight ... 154.21 g/mol
Frontier orbital gap ... 8.43 eV

Positions of all 25 atoms, in Å:
1 C 2.96572 0.72998 -1.23024
2 C 2.13310 -0.01645 -0.44864
3 C 1.00989 1.05622 -1.97379
4 C -0.49537 -1.82136 -0.92611
5 C -0.39935 1.39882 1.29200
6 C -2.17158 -0.37538 1.26001
7 C -0.30835 -0.41386 -0.45347
8 C -0.69570 -0.07212 0.98092
9 N 2.24755 1.39331 -2.17290
10 N 0.86544 0.19661 -0.93235
11 O 0.13171 -0.92160 1.77685
12 H 4.03112 0.83258 -1.17271
13 H 2.31353 -0.66301 0.38501
14 H 0.16084 1.39947 -2.53323
15 H -1.50226 -2.18119 -0.73374
16 H -0.28653 -1.88944 -1.99346
17 H 0.21432 -2.46337 -0.39225
18 H -0.75146 1.64793 2.29234
19 H -0.90386 2.03711 0.57264
20 H 0.67057 1.59235 1.24573
21 H -2.36099 -1.44335 1.19686
22 H -2.79677 0.14213 0.53949
23 H -2.43576 -0.04053 2.26159
24 H -1.61816 0.57787 -1.54745
25 H -0.01762 -0.70273 2.70692

Table of natural (NBO) atomic charges, one value per atom, all in e:
1. C -0.092
2. C -0.113
3. C 0.189
4. C -0.701
5. C -0.634
6. C -0.625
7. C 0.343
8. C 0.141
9. N -0.454
10. N -0.474
11. O -0.736
12. H 0.208
13. H 0.234
14. H 0.207
15. H 0.229
16. H 0.233
17. H 0.234
18. H 0.208
19. H 0.228
20. H 0.229
21. H 0.216
22. H 0.229
23. H 0.210
24. H 0.012
25. H 0.477

---

Model 2:
C8H14N2O | the ωB97M-V functional and the def2-TZVPD basis

Computed properties:
HOMO (spin up / spin down) ... -8.768 / -7.471 eV
Molecular weight ... 154.21 g/mol
Frontier orbital gap (spin up / spin down) ... 8.95 / 7.18 eV

Positions of all 25 atoms, in Å:
1 C -1.79521 -0.66888 0.00161
2 C -3.28592 -0.85639 -0.03780
3 C -3.82730 0.55571 0.11692
4 C -0.02146 0.99882 0.19868
5 C 1.46824 -0.77732 1.15844
6 C 2.37063 1.22292 0.02326
7 C 1.26747 -0.53436 -1.34954
8 C 1.21699 0.20262 -0.00172
9 N -1.44522 0.71123 0.03455
10 N -2.78195 1.46653 -0.12909
11 O -1.01521 -1.58275 0.00092
12 H -3.55906 -1.29374 -0.99898
13 H -3.58674 -1.55283 0.74585
14 H -4.62242 0.79127 -0.59844
15 H -4.24254 0.71109 1.12552
16 H 0.09316 2.06396 0.34346
17 H 2.44050 -1.24078 1.02483
18 H 0.71563 -1.55508 1.18678
19 H 1.46568 -0.24522 2.10708
20 H 2.41836 1.72222 0.98756
21 H 3.31276 0.70304 -0.13239
22 H 2.26336 1.97125 -0.75507
23 H 0.50116 -1.29805 -1.42383
24 H 2.23577 -1.01896 -1.44654
25 H 1.15126 0.17281 -2.16832

Table of natural (NBO) atomic charges, one value per atom, all in e:
1. C 0.694
2. C -0.524
3. C -0.288
4. C 0.065
5. C -0.600
6. C -0.585
7. C -0.604
8. C -0.127
9. N -0.289
10. N -0.197
11. O -0.574
12. H 0.246
13. H 0.244
14. H 0.219
15. H 0.200
16. H 0.192
17. H 0.203
18. H 0.242
19. H 0.203
20. H 0.208
21. H 0.213
22. H 0.209
23. H 0.239
24. H 0.206
25. H 0.205

---

Most favorable first, least favorable last: model 1, model 2